# 1
Molecular formula: C5H12I2O2Pd
Method: DFT, ωB97M-V/def2-TZVPD

Output
HOMO-LUMO gap (spin up / spin down) in hartree: 0.1270 / 0.1270
Net charge: +4
Spin multiplicity: 1
LUMO energy (spin up / spin down) in eV: -21.19 / -21.19
DFT total energy in eV: -29097.026

The geometry in XYZ format:
```
22
Properties=species:S:1:pos:R:3:forces:R:3
I 2.58214 1.37071 -1.99259 0.312 -0.084 -0.143
I 0.00937 3.12029 -1.67348 -0.190 0.296 -0.028
Pd 0.47072 0.81948 -0.66805 0.320 0.553 -0.451
O -1.79595 -1.30704 -0.10368 0.901 -1.370 0.955
O 0.49165 -0.95171 1.94767 -1.841 -0.264 0.373
C 1.33977 -0.87588 3.04823 0.213 -0.055 -0.149
C -1.41630 -2.23681 0.95221 -1.790 1.663 -0.496
C 1.89076 3.27387 -2.67346 -0.024 -0.041 0.034
C -2.83658 -1.71623 -0.93192 -0.103 0.245 -0.006
C -0.79527 -1.59608 2.17607 2.385 -0.624 -0.350
H -3.68824 -1.00085 -0.70818 -0.151 -0.028 -0.016
H 1.76101 3.27787 -3.75500 -0.023 -0.038 0.015
H -2.31677 -2.77449 1.27594 -0.028 -0.144 -0.103
H -0.76364 -2.97207 0.45338 0.542 -0.254 0.096
H -3.15636 -2.74682 -0.77788 -0.073 0.022 -0.011
H 2.48994 4.08168 -2.25516 -0.012 -0.026 0.036
H 2.21534 -1.54996 2.79081 0.091 -0.073 0.098
H 1.84733 0.10649 3.03557 -0.018 0.019 0.070
H 0.88577 -1.18677 3.98916 0.067 -0.032 0.020
H -0.65699 -2.38051 2.93123 -0.015 0.068 0.167
H -2.60227 -1.41256 -1.96911 -0.009 -0.067 -0.031
H -1.42043 -0.81280 2.63547 -0.554 0.233 -0.079
```
Forces are in eV/Å.

---

# 2
Molecular formula: C22H28N2O3S2
Method: DFT, ωB97M-V/def2-TZVPD

Output
HOMO-LUMO gap in hartree: 0.3313
Spin multiplicity: 1
Relative energy (zero: lowest compared OMol25 entry of this formula, charge and spin) in kJ/mol: 21.2
SMILES: Cc1ccc(C(=O)NCCSC2CCCCC2)cc1S(=O)(=O)Nc1ccccc1
LUMO energy in eV: 0.34
DFT total energy in eV: -54062.650

The geometry in XYZ format:
```
57
Properties=species:S:1:pos:R:3:forces:R:3
S -2.39668 -0.68311 -1.41472 0.055 0.570 -0.191
S 4.30820 -0.41794 -0.31313 0.143 0.174 0.002
O -3.69387 -1.27209 -1.26076 0.216 0.048 0.312
O 1.17462 0.46181 2.37394 -0.189 0.244 -0.062
O -1.85841 -0.55665 -2.73920 0.177 0.116 0.071
N -2.37604 0.87090 -0.79501 0.189 -0.766 -0.605
N 2.79519 -1.08580 2.10098 0.079 -0.262 0.314
C 3.13813 0.97172 -0.59906 0.542 -0.479 0.043
C -0.39134 -0.85508 0.45128 0.206 0.074 0.304
C 2.85673 3.33367 -1.34385 0.131 -0.010 -0.258
C 1.80477 2.89102 -2.35805 -0.162 0.097 0.288
C 2.10805 0.51805 -1.62535 -0.212 -0.028 0.274
C -1.19739 -1.56163 -0.41059 -0.284 0.400 -0.116
C -1.04879 -2.93372 -0.58590 0.031 -0.198 0.062
C -4.63405 2.12895 2.48076 -0.061 0.029 0.082
C -1.90067 -3.66667 -1.56405 -0.136 -0.228 -0.067
C -4.25173 3.03873 1.50976 -0.003 -0.008 0.020
C -3.52630 0.37466 1.26624 -0.019 0.085 0.019
C 0.61730 -1.50121 1.16188 -0.355 -0.078 -0.229
C -3.14949 1.28711 0.28659 -0.422 -0.007 0.692
C 1.52947 -0.62173 1.94903 0.197 -0.235 0.115
C -3.51656 2.62371 0.41532 0.143 -0.133 -0.171
C 1.09411 1.63228 -1.86840 0.185 -0.035 -0.314
C -4.27022 0.79917 2.35170 0.011 0.013 0.006
C 0.75501 -2.87869 1.02898 -0.004 0.289 0.051
C 4.93442 -0.09222 1.37379 -0.271 -0.050 -0.609
C 3.86170 -0.18575 2.46753 0.022 0.181 0.203
C 3.86538 2.21500 -1.08766 -0.170 0.198 0.234
C -0.07638 -3.57969 0.17386 -0.136 0.102 -0.145
H -0.51771 0.20804 0.57761 0.057 0.104 0.038
H 2.28764 2.68570 -3.31602 -0.001 0.017 -0.090
H 2.36500 3.59555 -0.40377 -0.018 0.081 0.049
H -3.24974 -0.66185 1.16225 -0.033 -0.090 0.128
H -2.94738 -3.60115 -1.27097 -0.028 -0.106 -0.035
H -4.53054 4.07815 1.60038 -0.011 0.076 -0.004
H 1.60029 -0.38342 -1.27659 0.076 -0.029 -0.060
H -1.60773 -4.71110 -1.63536 0.016 -0.025 -0.036
H -4.56433 0.08335 3.10454 -0.018 -0.067 0.057
H 0.57334 1.85231 -0.93305 -0.090 0.004 0.071
H -1.81872 -3.19544 -2.54256 -0.017 -0.112 -0.116
H 2.61862 0.27211 -2.55950 0.017 -0.050 -0.081
H 4.39846 1.97680 -2.01117 0.058 -0.030 0.003
H 1.49855 -3.41485 1.60048 0.088 -0.050 0.044
H -3.22070 3.33267 -0.34497 0.022 0.091 -0.085
H 0.35493 1.29420 -2.59706 -0.075 0.006 0.019
H 1.08148 3.69403 -2.51325 0.005 0.021 -0.094
H -2.17123 1.56575 -1.49524 0.139 -0.106 -0.217
H 5.41943 0.88261 1.38783 0.087 -0.044 0.138
H 5.69355 -0.86260 1.50800 0.087 0.058 0.013
H 0.04153 -4.64877 0.07559 -0.020 -0.095 -0.041
H 3.39518 0.78722 2.64703 0.113 -0.178 0.011
H 4.60173 2.54033 -0.34860 0.060 -0.042 -0.042
H 2.64745 1.17096 0.35505 -0.105 0.069 0.019
H 3.37960 4.22021 -1.70820 -0.027 0.061 0.069
H -5.21203 2.45461 3.33204 -0.045 0.024 0.069
H 4.33079 -0.51725 3.40059 -0.041 0.143 -0.053
H 3.07328 -1.91456 1.59725 -0.201 0.167 -0.096
```
Forces are in eV/Å.